The following is a quantum chemistry calculation of a cluster of 3 separate species, C30H68FN5OPS in total, from the OMol25 dataset.

Structure (XYZ):
```
107
Properties=species:S:1:pos:R:3:forces:R:3:lowdin_charge:R:1
C 3.336 -4.476 4.426 -0.0389 0.0073 -0.1403 -0.128
C 3.882 -3.411 3.472 -0.1915 -0.3063 -0.1302 -0.274
C 2.877 -3.068 2.364 -0.0487 -0.0175 -0.0476 -0.225
C 3.055 -1.675 1.734 -0.2787 -0.0770 0.2369 -0.222
C 1.731 -1.043 1.287 0.0601 -0.1891 -0.0682 -0.217
C 1.129 -1.739 0.051 0.2471 -0.2226 -0.1990 -0.266
C -0.113 -2.606 0.280 0.2580 0.0674 0.1965 -0.281
P -1.765 -1.729 0.724 -0.3308 -0.1167 -0.0027 0.581
N -3.269 -0.741 1.161 0.1025 -0.0238 0.0114 -0.154
F -1.148 -0.263 -0.095 -0.0235 0.1429 0.0075 -0.386
C -2.558 -2.198 -0.957 0.0362 -0.1483 -0.1810 -0.326
C -2.846 -3.678 -1.244 -0.2859 0.1595 0.0019 -0.173
C -2.427 -3.247 1.678 0.1295 0.2120 0.3033 -0.307
C -2.322 -3.200 3.221 -0.1761 -0.1883 -0.1542 -0.253
C -3.630 -2.845 3.954 0.0655 -0.0633 0.0973 -0.208
C -3.889 -1.354 4.218 0.2011 -0.0250 -0.1071 -0.231
C -4.373 -1.044 5.634 -0.0765 0.1188 -0.2571 -0.236
C -4.532 0.462 5.854 -0.0744 -0.0416 -0.2098 -0.278
C -3.234 1.253 5.987 -0.1331 0.2143 -0.2176 -0.452
S -2.249 0.712 7.425 0.1154 -0.0302 0.0558 0.970
C -0.658 0.713 6.720 0.0775 -0.4583 -0.1127 -0.704
N 0.016 -0.304 6.284 -0.2692 0.3514 0.2172 0.064
N 1.229 0.193 5.831 0.0016 0.1552 0.0737 0.055
C 1.184 1.461 6.031 0.2684 -0.2001 -0.1703 -0.202
O 0.037 1.881 6.592 0.0062 -0.0012 -0.0454 0.030
H 3.103 -5.395 3.879 0.0026 0.0298 0.0169 0.069
H 2.408 -4.137 4.892 0.0600 0.0143 0.0257 0.071
H 4.049 -4.732 5.212 0.0023 0.0346 0.0098 0.059
H 4.796 -3.806 3.015 0.1298 0.2350 0.0740 0.100
H 4.137 -2.509 4.032 0.0432 0.0001 0.0224 0.096
H 2.945 -3.837 1.588 -0.1453 -0.0120 0.0118 0.112
H 1.862 -3.142 2.770 0.0708 0.0768 0.0521 0.103
H 3.718 -1.745 0.866 0.1947 0.1227 0.0951 0.102
H 3.515 -1.027 2.488 0.1103 0.0499 -0.1127 0.095
H 1.898 0.014 1.065 -0.0260 0.0364 0.0486 0.101
H 1.035 -1.090 2.128 -0.0714 0.1161 -0.0602 0.086
H 0.922 -1.006 -0.730 -0.0508 0.0190 0.1236 0.064
H 1.921 -2.388 -0.359 -0.0365 0.0386 -0.0411 0.093
H 0.112 -3.299 1.103 -0.0537 0.0327 -0.0085 0.065
H -0.236 -3.227 -0.614 -0.1127 -0.0293 0.0100 0.062
H -1.133 -1.202 1.919 -0.0004 0.0404 0.0359 0.014
H -2.965 -0.111 1.901 -0.0103 0.0014 0.0047 -0.014
H -3.457 -0.115 0.384 0.0060 -0.0299 -0.0568 -0.014
H -3.492 -1.647 -1.109 0.0506 0.0530 0.0761 0.061
H -1.866 -1.835 -1.719 -0.0024 -0.0857 0.1040 0.035
H -2.037 -4.336 -0.928 0.0328 -0.0185 -0.0500 0.045
H -3.014 -3.831 -2.317 0.0824 -0.0417 0.0215 0.054
H -3.757 -4.010 -0.738 0.0985 -0.0393 0.0472 0.054
H -1.888 -4.139 1.346 -0.1216 0.0046 -0.1216 0.056
H -3.482 -3.367 1.421 0.0604 -0.0306 -0.1020 0.059
H -2.030 -4.197 3.573 0.0380 0.0464 -0.0075 0.090
H -1.522 -2.525 3.545 0.0031 0.0403 -0.0195 0.080
H -4.455 -3.261 3.368 -0.0640 -0.0143 0.1171 0.101
H -3.639 -3.369 4.919 0.0127 0.0384 -0.0226 0.096
H -2.957 -0.812 4.023 -0.0320 0.0048 0.0573 0.088
H -4.611 -0.977 3.492 0.0595 0.0821 -0.0177 0.096
H -5.358 -1.501 5.777 0.1009 -0.1194 0.1118 0.112
H -3.680 -1.476 6.359 -0.0867 -0.0157 0.0947 0.088
H -5.190 0.685 6.699 0.0815 -0.0708 0.0879 0.101
H -5.033 0.855 4.961 -0.0498 0.1127 0.1311 0.115
H -3.452 2.315 6.115 0.0149 -0.0552 -0.0120 0.071
H -2.627 1.153 5.086 0.0560 -0.1342 0.1227 0.083
H 1.955 2.175 5.791 -0.1130 0.0861 0.0464 0.129
C 1.524 -1.316 -3.644 -0.0120 -0.0786 -0.0073 -0.086
C 0.533 -1.072 -4.771 -0.0028 0.0429 0.0735 -0.274
N -0.824 -0.915 -4.284 0.0123 0.0421 -0.1318 -0.190
C -1.826 -0.947 -5.327 -0.0634 -0.0631 -0.0177 -0.256
C -1.827 0.187 -6.362 -0.0575 -0.0034 -0.0127 -0.091
C -1.018 0.065 -3.224 0.1194 0.0375 0.0621 -0.249
C -0.565 1.502 -3.502 -0.0349 0.0737 0.0290 -0.074
H 1.171 -2.124 -3.002 0.0211 0.0137 0.0327 0.077
H 2.503 -1.590 -4.044 -0.0143 0.0074 -0.0373 0.070
H 1.657 -0.431 -3.022 0.0050 -0.0080 0.0206 0.060
H 0.529 -1.934 -5.446 0.0197 -0.0022 -0.0190 0.113
H 0.886 -0.214 -5.371 -0.0324 0.0121 -0.0045 0.098
H -2.806 -0.990 -4.845 0.0067 0.0164 0.0232 0.112
H -1.711 -1.897 -5.859 0.0392 0.0070 -0.0105 0.106
H -2.176 1.128 -5.937 0.0404 0.0042 0.0208 0.053
H -2.498 -0.068 -7.187 -0.0014 0.0006 0.0011 0.063
H -0.834 0.350 -6.784 0.0110 -0.0022 0.0072 0.061
H -0.507 -0.288 -2.328 -0.0284 0.0471 -0.0354 0.072
H -2.075 0.054 -2.953 0.0022 0.0124 -0.0229 0.114
H 0.446 1.533 -3.918 0.0049 -0.0102 -0.0129 0.048
H -0.549 2.057 -2.561 -0.0068 -0.0197 0.0173 0.073
H -1.228 2.034 -4.186 0.0374 -0.0187 -0.0528 0.055
C 3.608 2.840 -4.165 0.0279 0.0056 -0.0056 -0.089
C 3.944 4.319 -4.034 0.0006 -0.0544 0.0085 -0.276
N 2.830 5.182 -4.385 0.0144 0.0096 0.0037 -0.202
C 3.203 6.571 -4.573 0.0290 0.0651 -0.0501 -0.257
C 3.744 7.346 -3.365 -0.0192 0.0468 -0.0196 -0.089
C 1.600 4.937 -3.650 -0.1467 -0.1148 0.0599 -0.241
C 1.646 5.021 -2.119 -0.0510 0.0410 -0.0113 -0.075
H 3.201 2.624 -5.154 -0.0201 0.0047 0.0004 0.081
H 4.510 2.241 -4.025 -0.0004 -0.0034 0.0048 0.073
H 2.884 2.513 -3.418 -0.0045 -0.0006 0.0050 0.060
H 4.762 4.558 -4.720 0.0044 0.0281 0.0020 0.114
H 4.329 4.505 -3.019 0.0017 0.0026 -0.0045 0.102
H 2.332 7.098 -4.974 -0.0200 -0.0129 0.0179 0.109
H 3.960 6.596 -5.363 0.0182 -0.0302 0.0177 0.107
H 2.964 7.569 -2.638 0.0063 -0.0373 0.0155 0.053
H 4.162 8.298 -3.698 -0.0007 -0.0009 -0.0030 0.066
H 4.538 6.798 -2.856 0.0015 -0.0124 -0.0010 0.065
H 1.244 3.940 -3.920 0.0180 0.0018 -0.0056 0.086
H 0.841 5.626 -4.029 0.0455 0.0460 -0.0224 0.114
H 2.490 4.467 -1.708 -0.0003 -0.0212 -0.0054 0.068
H 0.738 4.581 -1.704 -0.0003 -0.0084 -0.0043 0.071
H 1.706 6.048 -1.759 0.0537 -0.0047 0.0005 0.052
```
Forces are in eV/Å.

## Properties
**Calculated total energy**: -2372.24683 a.u.
**Strongest force on any atom**: 0.49 eV/Å
**Charge**: -1



The following is a quantum chemistry calculation of a cluster of 10 separate species, C30H68N2O18P in total at a distorted geometry, from the OMol25 dataset.

Structure (XYZ):
```
119
Properties=species:S:1:pos:R:3:forces:R:3:lowdin_charge:R:1
N -0.326 0.955 -0.044 2.4942 -5.1033 5.2676 0.357
H 0.070 0.109 0.545 -0.8528 1.7747 -2.2538 0.185
H 0.048 1.300 -0.823 2.2052 1.1622 -4.1829 0.019
H -0.379 1.702 0.545 0.2126 3.4598 2.1301 0.019
H -1.240 0.953 -0.226 -5.5325 -1.1239 -1.5915 0.034
N -3.681 3.381 0.980 -12.0546 4.8464 9.8642 -0.029
H -4.493 3.150 0.187 1.0024 0.4712 3.0979 0.207
H -3.022 2.684 1.064 1.4810 -1.2359 2.8697 -0.025
H -4.205 3.820 1.773 0.2561 0.7310 1.9786 0.084
H -3.275 4.048 0.529 3.4544 6.4990 -2.4399 -0.007
P -2.420 3.260 -1.321 2.4523 4.9459 4.1013 -0.118
O -3.097 4.530 -1.731 -1.5273 -0.3369 -1.1482 -0.378
O -1.296 3.731 -0.306 1.1868 0.2118 1.6952 -0.453
O -1.699 2.321 -2.111 2.2535 -5.0374 -5.5603 -0.335
O -3.262 2.513 -0.251 2.3785 -11.7254 -14.1518 -0.448
O 1.371 0.051 2.505 1.1359 5.5249 -1.9978 -0.039
C 2.097 0.936 2.912 -0.8398 2.4911 0.2922 -0.387
O 1.631 2.246 3.194 1.7846 -2.5720 -0.3144 -0.018
C 0.426 2.732 2.580 3.2865 0.0750 -3.2332 -0.291
C 0.282 4.115 2.982 -0.5766 4.7112 3.4978 -0.091
C 3.511 0.734 3.255 0.7042 -0.1311 4.6702 -0.002
H -0.370 2.139 2.821 -1.6395 -1.0131 0.8941 0.034
H 0.543 2.629 1.459 0.1547 0.6576 1.2306 0.112
H 1.131 4.932 3.043 -0.7574 -2.3154 -1.1625 0.104
H 0.183 4.088 4.200 -0.7810 0.1485 -2.7011 0.122
H -0.541 4.694 2.403 0.9404 -1.4080 1.2432 0.111
H 3.738 0.875 4.385 -1.1477 0.7878 -1.2572 0.151
H 4.258 1.320 2.830 0.6873 1.3520 -1.3767 0.083
H 3.872 -0.278 3.352 -1.3109 0.4967 -0.5684 0.030
O -4.448 0.988 4.552 4.3330 -1.9605 -1.5281 0.022
C -3.368 0.596 3.981 -4.8070 2.5746 0.2079 -0.491
O -2.809 -0.590 4.134 0.6862 -0.6341 2.0789 -0.024
C -3.264 -1.343 5.300 -3.5025 -3.4881 -0.6452 -0.195
C -2.399 -2.657 5.489 -1.5341 0.9787 4.9822 -0.084
C -2.692 1.467 2.944 0.5087 2.8942 2.6129 0.026
H -4.259 -1.865 4.937 1.0486 2.1851 1.2145 0.143
H -3.294 -0.814 6.377 -0.2236 -0.6478 -3.0681 0.173
H -1.998 -3.241 4.746 0.9769 -0.4754 -2.1660 -0.002
H -2.789 -3.531 6.312 0.2242 2.8542 -2.2100 0.150
H -1.767 -2.043 6.093 2.4891 -1.2681 0.3452 0.021
H -3.017 2.637 3.302 1.1851 -3.2928 -1.0999 0.175
H -2.965 1.397 1.903 -0.4248 -0.9541 0.0799 0.049
H -1.580 1.325 3.030 -1.5831 -0.0564 -0.0460 0.063
O 0.120 1.504 -6.800 -0.5668 -0.0357 -3.8232 0.128
C 0.750 1.403 -5.820 -2.9626 1.0134 4.5365 -0.619
O 1.945 0.922 -5.657 2.0298 -0.9311 1.2072 -0.034
C 2.713 0.515 -6.757 2.1513 4.5894 -1.1238 -0.213
C 4.159 0.183 -6.219 0.2599 0.9502 -4.2630 -0.028
C 0.056 1.757 -4.445 1.8415 -2.2827 1.2719 0.010
H 2.527 1.357 -7.544 1.2480 -1.1015 1.1454 0.156
H 2.314 -0.256 -7.252 -1.6532 -3.4820 -1.3633 0.051
H 4.893 -0.384 -6.977 -1.8677 1.5540 1.2023 0.123
H 3.899 -0.552 -5.563 0.0584 -1.6454 2.6541 -0.003
H 4.648 1.094 -5.868 -0.0603 -0.4729 0.4147 0.075
H 0.582 2.723 -3.994 -1.9171 -1.9640 -0.8560 0.118
H 0.455 0.794 -3.747 -1.2600 2.6927 -1.5146 0.108
H -1.110 1.621 -4.511 2.5931 1.1069 0.2453 0.113
O -2.912 -2.797 -3.800 3.2728 1.6632 -0.0190 0.051
C -1.917 -2.032 -3.745 -2.8161 -1.4036 -0.5479 -0.423
O -1.117 -1.827 -4.858 0.3584 1.3486 2.8484 -0.030
C -0.829 -2.916 -5.671 3.0913 -1.5005 2.5900 -0.254
C 0.598 -2.814 -6.305 -0.1954 -1.0153 -0.0723 -0.038
C -1.663 -1.146 -2.546 2.6583 -0.9050 0.6971 0.021
H -1.586 -2.983 -6.284 -3.4689 -0.0401 -4.4736 0.059
H -1.075 -3.835 -5.096 1.1312 0.1264 0.0659 0.131
H 0.720 -3.639 -7.120 -0.1402 1.3383 1.5822 0.100
H 1.419 -2.903 -5.513 -1.1737 0.0238 -1.1317 0.079
H 0.705 -1.842 -6.820 -0.0985 -0.4016 0.3125 0.055
H -0.654 -1.379 -1.865 -2.7842 0.4456 -2.1898 0.137
H -2.531 -1.118 -1.938 -0.6869 -0.7028 0.7345 0.045
H -1.651 -0.135 -2.875 0.7107 1.1893 -0.4639 0.040
O -1.995 -1.581 0.638 -1.3608 -0.6242 0.5596 0.055
C -3.198 -1.773 0.802 2.2743 -1.0305 0.6971 -0.467
O -3.692 -2.984 1.277 -1.3475 2.1997 0.2958 -0.077
C -2.820 -4.003 1.830 1.8233 1.8721 -1.9541 -0.217
C -3.727 -5.107 2.408 2.3420 -2.6434 -1.7050 -0.081
C -4.205 -0.758 0.457 5.0619 -1.0662 -7.9006 0.035
H -2.101 -3.378 2.609 -1.6082 -2.2326 -1.9595 0.131
H -2.327 -4.210 0.795 0.3792 -0.7480 2.5007 0.151
H -4.404 -5.624 1.636 0.8274 1.3544 1.0609 0.100
H -4.226 -4.628 3.185 -1.3801 0.2719 1.4461 0.028
H -3.095 -6.033 2.814 -1.0773 2.2394 -0.6013 0.115
H -3.813 0.165 -0.048 0.4645 -0.3815 1.3155 0.099
H -4.904 -0.571 1.046 -6.0632 1.3671 5.4555 0.002
H -4.636 -1.126 -0.512 -0.3058 -0.3408 0.8319 0.129
O 1.443 -1.206 -1.229 -2.6954 -0.1943 1.6489 0.116
C 2.573 -1.190 -1.520 5.8137 -0.4858 -0.6713 -0.490
O 3.680 -1.185 -0.637 -0.7764 -1.4340 -6.3515 -0.032
C 3.478 -1.059 0.687 -3.1715 0.5577 1.5020 -0.307
C 4.799 -0.957 1.355 -2.8939 -1.9564 2.6962 -0.047
C 3.006 -1.160 -3.025 -1.7434 1.0568 0.5658 0.038
H 2.858 -1.967 0.985 0.6922 1.2545 0.4566 0.151
H 2.920 -0.051 0.640 0.2843 -2.3919 1.8523 0.103
H 5.427 -0.256 1.034 2.0309 3.3638 -1.4964 0.044
H 5.298 -1.843 1.226 1.2623 -2.5465 -0.2457 0.064
H 4.583 -0.828 2.429 1.2000 -0.8653 -1.5984 0.051
H 2.483 -0.262 -3.507 0.7431 -1.6319 0.4608 0.080
H 2.527 -2.037 -3.414 -0.1249 -0.5603 -0.5364 0.070
H 4.037 -1.125 -3.302 0.7292 -0.0744 0.4401 0.074
C 2.232 1.581 -1.958 2.8757 2.6909 2.3253 0.001
C 3.070 2.070 -0.731 3.9971 -3.3790 3.1843 -0.194
O 3.822 1.212 0.034 -3.9633 6.7039 -5.0886 -0.075
C 3.055 3.525 -0.291 1.0397 0.0067 1.6831 -0.017
H 2.643 2.129 -2.803 -0.5480 0.0556 -0.2506 0.117
H 1.227 1.733 -1.746 -1.5834 1.3682 -0.3830 0.043
H 2.303 0.571 -2.060 0.5829 -1.2838 -0.3166 -0.027
H 3.677 4.377 -0.651 0.9495 -1.4941 -0.2746 0.102
H 3.133 3.563 0.832 0.0605 -0.1998 -1.0751 0.098
H 2.193 4.035 -0.543 -2.8524 0.3005 -0.4509 0.047
C 0.955 -0.525 5.301 0.8538 -0.3092 0.2045 0.019
C 1.276 -1.241 3.967 7.2005 -1.4747 2.4595 -0.385
O 2.566 -1.523 3.860 -5.6319 -1.0419 1.0016 -0.083
C 0.310 -1.631 2.939 -0.4326 -5.4476 -0.1768 -0.061
H 0.993 0.588 5.291 0.0576 -0.7599 -0.3214 0.097
H 1.573 -0.897 6.188 -0.4318 0.4289 -1.6554 0.115
H -0.025 -0.823 5.509 -1.8663 -0.0433 0.6427 0.019
H 0.962 -1.862 2.069 -1.0851 0.1265 0.3728 0.104
H -0.392 -0.883 2.808 -1.5932 0.9886 -0.5279 0.047
H -0.260 -2.617 3.099 0.8111 1.2229 0.5647 0.104
```
Forces are in eV/Å.

## Properties
**Strongest force on any atom**: 18.53 eV/Å
**Charge**: -1
**Energy relative to the best compared isomer or geometry (same formula, charge and spin)**: 261.7 kcal per mole